Record 1
15
Properties=species:S:1:pos:R:3:mulliken_charge:R:1 method="wB97M-V/def2-TZVPD" fmax_ev_per_a=4.1 total_energy_ha=-307.8380 gap_ev=10.73 homo_energy_ev=-10.3 smiles="C=C.O.O.O" lumo_energy_ev=0.47
C 1.51220 -1.11857 -2.29194 -0.516
C 2.22905 -0.20220 -1.65073 -0.391
H 1.49157 -2.12671 -2.26017 0.324
H 0.50125 -0.83313 -2.68088 0.198
H 3.07919 -0.11083 -0.94942 0.237
H 2.01300 0.90066 -1.59962 0.146
O -2.52546 0.26352 2.13632 -0.679
H -2.31475 0.73942 1.35087 0.307
H -1.69794 -0.20696 2.37119 0.399
O -0.11231 2.11168 0.38740 -0.651
H -0.54605 2.87988 -0.05569 0.325
H -0.09248 2.41535 1.29678 0.326
O -0.94219 -1.63614 1.62391 -0.727
H -0.74267 -1.19760 0.81869 0.328
H -1.85240 -1.87839 1.50330 0.374

---

Record 2
62
Properties=species:S:1:pos:R:3:mulliken_charge:R:1 method="wB97M-V/def2-TZVPD" fmax_ev_per_a=0.7 total_energy_ha=-3113.0798 total_charge=-1 gap_ev="5.82 / 8.02" homo_energy_ev="-3.8 / -5.7" lumo_energy_ev="2.04 / 2.32"
Al 0.41079 -0.09699 0.30072 -1.434
C -1.86694 2.42293 -0.18202 -2.093
C -2.47130 1.02559 -0.01566 3.038
C -3.67120 0.90585 -0.96780 -1.934
C -1.42530 -0.02378 -0.33024 -1.760
C -2.97057 0.79277 1.41903 0.029
C -3.46543 -0.47005 1.75779 -0.073
C -3.98039 -0.72693 3.01756 -0.776
C -4.00400 0.27590 3.98110 -0.427
C -3.49895 1.52652 3.66663 -0.819
C -2.98611 1.78113 2.39699 -0.025
H -1.50361 2.53422 -1.20442 0.462
H -1.01936 2.58786 0.48635 0.222
H -2.61213 3.20213 -0.00067 0.441
H -3.34743 1.09059 -1.99393 0.480
H -4.45104 1.62851 -0.71334 0.402
H -4.10626 -0.09363 -0.93008 0.389
H -1.79497 -0.84414 -0.94693 0.553
H -3.44184 -1.25949 1.01575 0.409
H -4.36197 -1.71420 3.24871 0.356
H -4.40435 0.07772 4.96714 0.382
H -3.49808 2.31427 4.40974 0.370
H -2.59763 2.76551 2.17697 0.351
F 1.42109 -2.03045 -3.44048 -0.233
C 2.40780 -2.38542 -2.60373 0.641
F 3.29377 -1.39724 -2.60186 -0.170
F 2.98210 -3.49010 -3.07253 -0.228
S 1.72057 -2.73564 -0.91975 0.901
O 1.35829 -1.27523 -0.60008 0.409
O 0.51855 -3.49053 -1.20100 -0.747
N 2.70078 -3.27928 0.04352 -0.610
S 4.43563 -2.51631 0.32249 1.054
O 5.11811 -2.86939 -0.91747 -0.654
O 4.77091 -3.27035 1.52315 -0.676
C 5.53309 -0.78395 0.72562 0.476
F 6.87062 -0.88558 0.65972 -0.263
F 5.17411 0.18154 -0.15177 -0.261
F 5.23698 -0.30420 1.95667 -0.263
C 2.73191 2.73702 -0.46762 -1.363
C 1.91324 2.51505 0.80107 0.906
C 2.78299 2.59741 2.04492 -1.345
O 1.29821 1.26393 0.75753 0.125
H 3.49192 3.50810 -0.32319 0.396
H 2.09981 3.03235 -1.30655 0.316
H 3.24053 1.80640 -0.72557 0.200
H 1.13358 3.28989 0.85702 0.175
H 3.65535 1.94788 1.94048 0.192
H 2.21942 2.27873 2.92423 0.291
H 3.13025 3.62028 2.20992 0.438
C -0.37583 -2.81353 2.67049 -1.384
P 0.49401 -1.23701 2.47931 1.539
C -0.12869 -0.18006 3.82351 -1.242
C 2.19676 -1.63239 2.95045 -1.225
H -0.17619 -3.23247 3.65873 0.442
H -0.01625 -3.50620 1.90795 0.364
H -1.44773 -2.66743 2.54177 0.280
H 0.45813 -0.34134 4.72864 0.506
H -1.17672 -0.41011 4.02004 0.300
H -0.06452 0.86976 3.53879 0.223
H 2.22179 -1.95319 3.99416 0.506
H 2.84329 -0.76419 2.82113 0.078
H 2.58140 -2.43540 2.31347 0.360